13
Properties=species:S:1:pos:R:3:mulliken_charge:R:1 method="wB97M-V/def2-TZVPD" total_charge=-1 relative_energy_kcal_mol=141.53 orbital_gap_ev=5.44
C 0.253 0.148 0.431 0.003
C 0.267 -1.007 -0.317 -1.061
C -1.110 1.510 -1.182 -0.603
C 0.920 0.303 1.635 -0.206
N -0.367 1.412 -0.090 0.653
O -0.276 2.417 0.553 -0.714
O 1.628 -0.728 2.310 -0.536
H -0.674 -1.167 -0.966 0.011
H 0.770 -1.766 0.198 0.281
H -1.575 0.767 -1.671 0.240
H -1.747 2.470 -1.292 0.202
H 0.984 1.223 2.104 0.492
H 1.224 -1.574 2.168 0.238